1.
Below is the ion C4H9NO3P with charge +1, with properties calculated with the ωB97M-V functional and the def2-TZVPD basis.

Element x y z (Å)
O1 -2.644 1.639 -0.618
P1 -1.272 1.110 -1.206
O2 -1.690 -0.197 -2.335
O3 -0.545 2.376 -2.156
N1 -0.187 0.380 0.005
C1 -0.816 -0.300 1.048
C2 0.373 -0.938 2.028
C3 1.493 -1.152 0.833
C4 1.352 0.332 0.077
H1 -1.000 -0.933 -2.182
H2 -1.085 2.377 -3.020
H3 -1.986 -0.425 1.227
H4 0.699 -0.287 2.951
H5 -0.006 -2.034 2.199
H6 1.150 -2.102 0.223
H7 2.592 -1.417 1.138
H8 1.817 0.402 -1.019
H9 1.756 1.170 0.808

Calculated values
**Charge**: +1
**E**: -21206.458 eV
**SMILES string**: O=P(O)(O)[N+]1=CCCC1
**Energy above the lowest of the compared OMol25 structures with the same formula, charge and spin**: 434.2 kJ/mol
**LUMO**: -6.094 eV
**Kohn-Sham gap**: 8.6 eV

---

2.
Below is the ion C9H8N2O with charge +2, with properties calculated with the ωB97M-V functional and the def2-TZVPD basis.

Element x y z (Å)
C1 2.649 0.576 0.607
C2 1.970 1.712 0.129
C3 2.036 -0.690 0.550
C4 0.587 1.730 -0.205
C5 0.760 -0.833 -0.192
C6 0.010 0.471 -0.413
C7 0.055 -1.868 -0.622
C8 -1.472 0.409 -0.623
C9 -2.828 0.527 1.380
N1 -2.102 -0.019 0.540
N2 -0.424 -2.705 -1.385
O1 -2.147 0.627 -1.593
H1 3.696 0.644 1.102
H2 2.424 2.713 0.127
H3 2.550 -1.569 1.068
H4 0.000 2.699 -0.388
H5 -3.059 1.637 1.304
H6 -3.398 0.079 2.138
H7 0.053 -2.978 -2.286
H8 -1.361 -3.162 -1.237

Calculated values
**Charge**: +2
**E**: -14467.256 eV
**Energy above the lowest of the compared OMol25 structures with the same formula, charge and spin**: 13.3 kJ/mol
**LUMO**: -11.632 eV
**Kohn-Sham gap**: 5.5 eV

---

3.
Below is a structure of composition C18H44BeBrClF7N5O13P6S2, with properties calculated with the ωB97M-V functional and the def2-TZVPD basis.

Element x y z (Å)
C1 -5.562 0.153 -0.714
C2 -4.208 -0.437 -0.133
O1 -2.929 -0.128 -0.543
C3 -1.875 0.752 -0.380
P1 -2.828 2.400 -0.155
O2 -3.952 2.753 -1.360
O3 -1.912 3.794 0.059
S1 -4.083 2.465 1.374
C4 -1.309 0.658 -1.924
P2 -1.685 2.027 -3.185
O4 -0.874 1.574 -4.619
O5 -1.333 3.609 -2.833
P3 -2.105 -0.775 -3.041
O6 -3.747 -0.341 -3.362
Cl1 -2.156 -2.655 -2.093
O7 0.030 0.262 -2.162
C5 1.046 0.706 -1.189
C6 2.308 -0.011 -1.918
N1 3.646 0.476 -1.560
C7 1.142 2.246 -1.333
C8 2.286 3.168 -0.834
C9 2.290 4.491 -1.750
O8 2.759 4.231 -3.087
C10 0.528 -0.040 0.143
N2 0.234 -1.447 -0.372
C11 0.875 -2.398 0.129
O9 1.194 -3.311 0.773
P4 2.052 -0.260 1.200
N3 2.801 1.084 1.726
N4 -0.807 0.415 0.709
C12 -0.621 1.583 1.693
C13 0.047 1.680 3.116
C14 -0.952 2.153 4.323
C15 -0.195 3.131 5.345
C16 0.781 2.487 6.430
N5 1.041 1.064 6.324
P5 -1.482 -0.880 1.824
O10 -0.488 -1.549 2.739
O11 -2.646 -0.225 2.869
O12 -2.055 -2.288 1.086
H1 -6.343 -0.665 -0.862
H2 -5.499 0.711 -1.682
H3 -6.037 0.864 0.039
H4 -4.361 -0.332 1.000
H5 -4.362 -1.570 -0.256
H6 -4.032 3.721 -1.473
H7 -2.251 4.491 -0.533
H8 -1.509 1.124 -5.207
H9 -0.549 4.003 -3.265
H10 -4.028 -0.957 -4.066
H11 2.186 0.210 -3.033
H12 2.292 -1.131 -1.841
H13 4.081 0.964 -2.344
H14 4.244 -0.329 -1.332
H15 1.070 2.439 -2.464
H16 0.171 2.720 -0.959
H17 2.032 3.561 0.209
H18 3.345 2.821 -0.796
H19 1.273 4.984 -1.723
H20 2.999 5.218 -1.227
H21 2.238 4.804 -3.681
H22 3.135 -0.927 0.504
H23 1.899 -1.042 2.417
H24 2.203 1.852 1.404
H25 -1.606 2.038 2.040
H26 -0.133 2.405 1.073
H27 0.663 0.856 3.563
H28 0.790 2.551 3.088
H29 -1.844 2.730 3.942
H30 -1.354 1.204 4.799
H31 0.325 3.925 4.731
H32 -1.005 3.676 5.938
H33 1.787 3.013 6.318
H34 0.401 2.743 7.464
H35 1.746 0.827 5.632
H36 0.204 0.491 6.257
H37 -3.351 -0.888 3.022
H38 -2.973 -2.487 1.373
C17 -0.526 -4.401 -6.916
S2 -1.666 -4.220 -5.530
O13 -1.436 -2.869 -4.935
C18 -0.852 -5.425 -4.462
H39 -0.823 -3.703 -7.699
H40 0.491 -4.173 -6.593
H41 -0.580 -5.420 -7.300
H42 0.185 -5.132 -4.294
H43 -0.895 -6.410 -4.928
H44 -1.380 -5.452 -3.509
F1 3.505 -3.009 2.215
P6 4.380 -4.333 2.523
F2 5.488 -3.211 2.115
F3 3.603 -4.398 3.940
F4 3.158 -5.186 1.907
F5 5.500 -4.924 3.554
F6 5.080 -5.290 1.395
Be1 7.126 -6.270 1.475
F7 5.205 -7.650 1.351
Br1 1.335 -1.759 4.304

Calculated values
**E**: -232826.083 eV
**LUMO**: -4.340 eV
**Kohn-Sham gap**: 1.8 eV

---

4.
Below is the ion C10H16N2O4P with charge +1, with properties calculated with the ωB97M-V functional and the def2-TZVPD basis.

Element x y z (Å)
C1 -1.994 -2.969 -1.990
C2 -1.166 -1.831 -1.371
C3 0.200 -2.281 -0.761
C4 1.405 -1.368 -1.156
N1 1.876 -0.472 -0.066
C5 0.981 0.463 0.355
C6 0.160 1.137 -0.594
C7 -0.761 2.087 -0.208
C8 -1.647 2.742 -1.255
O1 -2.778 3.048 -0.975
O2 -1.214 2.960 -2.528
C9 -0.856 2.410 1.177
C10 -0.038 1.783 2.046
N2 0.856 0.819 1.650
P1 1.874 0.030 2.924
O3 1.028 0.164 4.325
O4 3.112 1.094 3.100
H1 -1.460 -3.524 -2.776
H2 -2.855 -2.498 -2.497
H3 -2.429 -3.636 -1.232
H4 -0.942 -1.076 -2.147
H5 -1.757 -1.298 -0.604
H6 0.155 -2.457 0.328
H7 0.425 -3.266 -1.210
H8 1.226 -0.846 -2.104
H9 2.247 -2.047 -1.365
H10 2.221 -1.048 0.699
H11 0.209 0.923 -1.659
H12 -0.292 2.657 -2.558
H13 -1.564 3.154 1.540
H14 -0.097 2.059 3.099
H15 1.110 1.087 4.626
H16 2.762 1.998 3.188

Calculated values
**Charge**: +1
**E**: -31083.240 eV
**SMILES string**: CCCCNc1cc(C(=O)O)cc[n+]1P(O)O
**Energy above the lowest of the compared OMol25 structures with the same formula, charge and spin**: 0.0 kJ/mol
**LUMO**: -4.806 eV
**Kohn-Sham gap**: 8.7 eV

---

5.
Below is the ion C4H10NO3 with charge +1, with properties calculated with the ωB97M-V functional and the def2-TZVPD basis.

Element x y z (Å)
N1 -1.206 -0.749 -0.935
C1 0.052 -0.041 -0.627
C2 1.078 -0.309 -1.723
O1 0.812 -1.556 -2.420
C3 0.456 -0.311 0.845
C4 0.017 0.823 1.663
O2 0.537 1.629 2.358
O3 -1.381 0.934 1.455
H1 -1.592 -0.203 -1.720
H2 -1.842 -0.669 -0.095
H3 -1.173 -1.729 -1.307
H4 0.024 1.047 -0.751
H5 2.131 -0.378 -1.345
H6 0.982 0.384 -2.552
H7 0.895 -2.298 -1.664
H8 1.567 -0.402 0.933
H9 0.035 -1.211 1.347
H10 -1.836 1.583 2.035

Calculated values
**Charge**: +1
**E**: -11935.259 eV
**SMILES string**: [NH3+][C@H](CO)CC(=O)O
**Energy above the lowest of the compared OMol25 structures with the same formula, charge and spin**: 130.5 kJ/mol
**LUMO**: -3.805 eV
**Kohn-Sham gap**: 11.0 eV

---

6.
Below is a cluster of 7 separate species, H14O7 in total, with properties calculated with the ωB97M-V functional and the def2-TZVPD basis.

Element x y z (Å)
O1 19.102 -15.045 -5.876
H1 19.277 -15.820 -5.333
H2 19.926 -14.550 -5.873
O2 16.300 -14.251 -5.988
H3 15.755 -15.040 -5.866
H4 17.216 -14.558 -5.900
O3 14.050 -17.824 -4.556
H5 14.042 -17.297 -5.369
H6 14.046 -17.181 -3.842
O4 15.511 -12.893 -8.535
H7 16.312 -12.353 -8.598
H8 15.700 -13.528 -7.835
O5 17.718 -11.185 -7.979
H9 18.180 -11.757 -7.359
H10 18.073 -10.306 -7.819
O6 15.063 -12.040 -4.856
H11 15.493 -12.818 -5.258
H12 14.134 -12.110 -5.088
O7 14.127 -16.124 -6.894
H13 13.686 -15.305 -7.147
H14 14.453 -16.491 -7.723

Calculated values
**E**: -14560.135 eV
**SMILES string**: O.O.O.O.O.O.O
**Energy above the lowest of the compared OMol25 structures with the same formula, charge and spin**: 128.0 kJ/mol
**LUMO**: -0.024 eV
**Kohn-Sham gap**: 10.4 eV

---

7.
Below is the molecule C3H4N2O, with properties calculated with the ωB97M-V functional and the def2-TZVPD basis.

Element x y z (Å)
C1 1.547 -0.476 -0.804
C2 0.154 0.007 -0.581
O1 -0.531 0.599 -1.378
N1 -0.258 -0.235 0.761
C3 -1.298 0.353 1.103
N2 -2.240 1.006 1.493
H1 2.211 -0.016 -0.064
H2 1.860 -0.229 -1.815
H3 1.565 -1.555 -0.631
H4 -3.015 0.550 1.906

Calculated values
**E**: -8202.861 eV
**SMILES string**: CC(=O)N=C=N
**Energy above the lowest of the compared OMol25 structures with the same formula, charge and spin**: 98.8 kJ/mol
**LUMO**: 0.785 eV
**Kohn-Sham gap**: 11.0 eV

---

8.
Below is a structure of composition C6H9B4F16N3Ni, with properties calculated with the ωB97M-V functional and the def2-TZVPD basis.

Element x y z (Å)
Ni1 -0.273 -0.049 0.114
B1 2.189 0.657 -2.145
F1 3.445 0.892 -1.594
F2 1.325 0.075 -1.130
F3 1.637 1.910 -2.469
F4 2.196 -0.200 -3.235
B2 -1.584 0.899 -2.782
F5 -0.817 0.014 -3.497
F6 -1.394 2.208 -3.322
F7 -2.977 0.667 -2.869
F8 -1.199 0.935 -1.409
B3 -2.217 -0.087 2.057
F9 -2.095 0.799 3.106
F10 -2.236 0.597 0.844
F11 -0.977 -0.803 1.925
F12 -3.285 -0.970 2.218
B4 2.820 0.088 1.795
F13 3.300 1.314 1.386
F14 3.647 -0.879 1.133
F15 2.885 -0.079 3.190
F16 1.468 -0.095 1.390
C1 3.123 -3.684 0.927
C2 1.936 -2.998 0.466
N1 0.982 -2.464 0.132
H1 3.205 -3.633 2.008
H2 3.898 -3.159 0.361
H3 3.108 -4.719 0.581
C3 -4.225 -2.306 -0.913
C4 -2.802 -2.001 -0.909
N2 -1.699 -1.704 -0.969
H4 -4.437 -3.369 -0.857
H5 -4.726 -1.795 -1.732
H6 -4.593 -1.827 0.000
C5 0.077 4.788 1.137
C6 0.073 3.353 0.869
N3 -0.002 2.230 0.692
H7 0.292 5.385 0.251
H8 0.881 4.979 1.846
H9 -0.950 5.029 1.407

Calculated values
**2S+1**: 3
**Charge**: -2
**E**: -98094.286 eV
**Expectation value of S²**: 2.002
**LUMO (alpha / beta)**: 4.808 / 4.808 eV
**Kohn-Sham gap (alpha / beta)**: 10.1 / 10.1 eV

---

Short version: strongest force on any atom = 7.86; 3.98; 7.77; 2.58; 4.18; 0.40; 1.50; 2.09 eV Å⁻¹, in the order given.